(1)
Entry from the Open Molecules 2025 dataset: a molecular structure, C28H59ClHfP2Si2 (wB97M-V/def2-TZVPD).

```
93
Properties=species:S:1:pos:R:3
Hf 0.278 0.447 0.034
C 0.094 -1.919 -1.477
C 0.136 -0.744 -2.260
C 1.427 -0.126 -1.975
Si -1.125 -0.275 -3.569
C 2.044 -0.856 -0.931
C 1.173 -1.962 -0.569
Si 1.469 -3.365 0.651
H -0.628 -2.737 -1.621
H 1.857 0.704 -2.533
H 3.048 -0.704 -0.540
Cl 0.360 2.298 1.430
C 0.265 -4.766 0.378
C 3.226 -3.956 0.480
C -2.273 -1.695 -3.948
C -0.208 0.277 -5.092
H 3.303 -4.514 -0.463
H 3.477 -4.638 1.304
H 3.959 -3.141 0.458
H -0.780 -4.431 0.401
H 0.407 -5.517 1.169
H 0.458 -5.248 -0.591
H 0.215 -0.616 -5.573
H 0.611 0.976 -4.885
H -0.906 0.748 -5.797
H -1.698 -2.600 -4.192
H -2.875 -1.424 -4.827
H -2.957 -1.921 -3.119
C 1.154 -2.619 2.364
C -2.132 1.141 -2.812
P 1.608 -0.845 2.451
H 1.689 -3.229 3.111
H 0.077 -2.723 2.576
P -1.113 2.149 -1.684
H -2.972 0.699 -2.250
H -2.561 1.738 -3.631
C -2.319 3.410 -1.014
C -0.042 3.132 -2.878
C 3.490 -0.907 2.502
C 1.171 -0.382 4.217
C -0.166 0.356 4.298
H 1.974 0.316 4.506
C 1.146 -1.560 5.194
H 0.324 -2.250 4.960
H 0.972 -1.167 6.205
H 2.078 -2.133 5.226
H -0.171 1.257 3.681
H -0.351 0.658 5.338
H -1.000 -0.286 3.986
H 3.751 -1.299 1.506
C 4.065 -1.849 3.568
C 4.119 0.487 2.653
H 3.731 -2.888 3.473
H 3.840 -1.484 4.578
H 5.160 -1.853 3.466
H 4.367 0.909 1.675
H 5.061 0.412 3.215
H 3.465 1.191 3.184
H 0.554 2.347 -3.371
C 0.925 4.086 -2.160
C -0.812 3.896 -3.964
H -1.496 3.273 -4.550
H -0.083 4.321 -4.668
H -1.367 4.740 -3.535
H 1.897 3.609 -2.006
H 0.547 4.429 -1.187
H 1.101 4.974 -2.786
C -2.918 2.970 0.322
C -3.461 3.774 -1.970
H -1.689 4.299 -0.845
H -4.145 2.928 -2.119
H -3.128 4.120 -2.953
H -4.041 4.593 -1.522
H -3.508 2.051 0.218
H -3.595 3.754 0.692
H -2.153 2.810 1.085
C 2.746 1.811 -0.183
H 3.580 1.450 -0.803
H 2.473 2.820 -0.505
H 3.083 1.897 0.854
C -3.049 -2.176 -0.078
C -2.874 -0.744 0.400
C -3.982 -0.404 1.398
C -1.468 -0.476 1.002
H -2.742 -2.896 0.694
H -2.468 -2.381 -0.980
H -4.104 -2.375 -0.315
H -2.994 -0.081 -0.473
H -3.925 -1.054 2.284
H -3.935 0.632 1.749
H -4.973 -0.546 0.949
H -1.614 0.264 1.805
H -1.153 -1.395 1.518
```

Computed properties:
E_tot = -78158.08040 eV
HOMO energy (spin up / spin down) = -5.95 / -5.95 eV
multiplicity = 1
charge = 0
F_max = 2.79 eV Å⁻¹

***

(2)
Entry from the Open Molecules 2025 dataset: 5 unconnected molecules or ions with the total composition C28H59O14S (wB97M-V/def2-TZVPD).

```
102
Properties=species:S:1:pos:R:3
C 0.845 0.494 -2.044
C 0.323 1.000 -3.385
O -0.627 2.050 -3.237
C -1.934 1.544 -3.020
C -2.682 1.292 -4.321
C -3.929 0.384 -4.167
C -4.379 0.131 -2.736
C -5.376 -1.045 -2.660
S -4.534 -2.628 -2.307
C -4.008 -2.464 -0.591
C -2.998 -2.699 -3.247
C -3.238 -3.238 -4.651
C -2.040 -3.038 -5.577
O -0.972 -3.905 -5.319
C -0.051 -3.491 -4.309
H 0.210 0.826 -1.233
H 0.768 -0.592 -2.043
H 1.874 0.780 -1.879
H -0.121 0.193 -3.970
H 1.135 1.398 -3.983
H -1.820 0.616 -2.458
H -2.463 2.263 -2.403
H -2.938 2.252 -4.753
H -1.982 0.820 -5.003
H -3.760 -0.538 -4.712
H -4.757 0.865 -4.678
H -4.865 1.002 -2.313
H -3.564 -0.131 -2.073
H -5.975 -1.160 -3.553
H -5.988 -0.909 -1.777
H -2.957 -2.219 -0.528
H -4.565 -1.644 -0.149
H -4.245 -3.376 -0.063
H -2.505 -1.731 -3.244
H -2.348 -3.366 -2.692
H -3.428 -4.302 -4.585
H -4.099 -2.738 -5.085
H -2.390 -3.270 -6.578
H -1.728 -1.990 -5.605
H 0.964 -3.521 -4.683
H -0.267 -2.472 -3.990
H -0.161 -4.139 -3.443
C 1.923 -0.487 5.319
C 0.854 -0.216 4.284
O 1.406 -0.150 2.953
C 1.662 -1.321 2.377
O 1.439 -2.411 2.836
O 2.171 -1.081 1.161
C 2.528 -2.258 0.432
H 2.725 0.247 5.234
H 1.501 -0.430 6.321
H 2.362 -1.476 5.186
H 0.404 0.759 4.458
H 0.059 -0.961 4.321
H 1.697 -2.960 0.398
H 3.401 -2.740 0.868
H 2.768 -1.941 -0.580
C 2.877 5.668 8.024
C 1.809 5.876 6.972
O 2.367 5.900 5.648
C 2.651 4.710 5.122
O 2.459 3.637 5.637
O 3.189 4.907 3.916
C 3.601 3.710 3.251
H 3.666 6.413 7.917
H 2.446 5.753 9.022
H 3.334 4.684 7.929
H 1.336 6.848 7.101
H 1.031 5.116 7.034
H 2.790 2.986 3.206
H 4.462 3.276 3.757
H 3.884 4.000 2.243
C -5.100 0.590 6.074
C -4.902 -0.635 5.209
O -4.643 -0.280 3.836
C -3.398 0.110 3.573
O -2.480 0.160 4.348
O -3.332 0.433 2.271
C -2.053 0.931 1.863
H -5.878 1.230 5.655
H -5.391 0.297 7.082
H -4.185 1.177 6.138
H -5.811 -1.232 5.184
H -4.099 -1.267 5.585
H -1.255 0.249 2.149
H -1.875 1.914 2.295
H -2.085 1.018 0.779
C 4.752 0.874 -4.343
C 5.195 0.401 -2.975
O 5.028 -1.018 -2.832
C 5.981 -1.767 -3.396
O 6.954 -1.358 -3.972
O 5.668 -3.049 -3.197
C 6.585 -3.978 -3.789
H 3.732 0.535 -4.538
H 4.782 1.962 -4.399
H 5.388 0.476 -5.132
H 4.564 0.853 -2.210
H 6.225 0.687 -2.764
H 7.606 -3.766 -3.482
H 6.506 -3.944 -4.874
H 6.297 -4.963 -3.436
```

Computed properties:
E_tot = -69486.20129 eV
HOMO energy = -12.11 eV
multiplicity = 1
charge = +1
F_max = 1.40 eV Å⁻¹

***

(3)
Entry from the Open Molecules 2025 dataset: 3 unconnected molecules or ions with the total composition C28H60N3O4P (wB97M-V/def2-TZVPD).

```
96
Properties=species:S:1:pos:R:3
C 0.451 -2.318 -2.638
C 1.015 -1.833 -3.983
N 0.666 -0.450 -4.328
P -0.905 -0.338 -5.195
C -2.544 -0.352 -6.153
C -2.944 -1.812 -6.364
C -4.417 -1.999 -6.788
C -5.213 -2.720 -5.704
C -6.722 -2.746 -6.011
C -7.584 -2.088 -4.926
O -8.384 -0.999 -5.420
C -7.804 0.215 -5.239
C -8.656 1.243 -4.556
O -6.662 0.460 -5.604
H -0.580 -2.635 -2.792
H 0.445 -1.532 -1.891
H 0.985 -3.195 -2.289
H 0.633 -2.512 -4.746
H 2.095 -1.965 -3.972
H 0.556 0.024 -3.437
H -0.383 -1.254 -6.141
H -0.688 1.036 -5.428
H -1.640 -0.722 -4.033
H -2.433 0.140 -7.119
H -3.328 0.118 -5.560
H -2.255 -2.300 -7.050
H -2.795 -2.315 -5.402
H -4.843 -1.014 -6.953
H -4.457 -2.556 -7.721
H -4.815 -3.725 -5.598
H -5.029 -2.169 -4.784
H -6.887 -2.237 -6.952
H -7.078 -3.767 -6.113
H -8.276 -2.809 -4.507
H -6.963 -1.732 -4.108
H -9.336 1.723 -5.253
H -9.245 0.821 -3.749
H -8.000 2.001 -4.147
C 2.015 -1.835 3.208
C 2.826 -2.835 2.348
C 4.139 -3.195 3.049
C 5.199 -2.097 2.987
C 5.410 -1.623 1.550
C 4.110 -1.193 0.873
N 3.085 -2.271 0.989
O 3.308 -3.211 0.131
C 3.602 0.118 1.491
C 4.369 -0.895 -0.599
C 1.972 -4.090 2.218
H 1.390 -1.194 2.588
H 1.351 -2.369 3.887
H 2.645 -1.200 3.830
H 4.549 -4.101 2.592
H 3.920 -3.446 4.090
H 4.920 -1.257 3.630
H 6.140 -2.481 3.385
H 6.115 -0.790 1.528
H 5.867 -2.433 0.973
H 2.623 0.383 1.092
H 4.287 0.932 1.252
H 3.526 0.094 2.574
H 4.823 -1.737 -1.117
H 5.050 -0.048 -0.679
H 3.442 -0.636 -1.113
H 1.046 -3.878 1.681
H 1.715 -4.450 3.214
H 2.495 -4.891 1.700
C -0.357 3.658 6.144
C 0.530 2.698 5.318
C 1.849 2.433 6.047
C 2.841 3.592 5.982
C 3.048 4.049 4.540
C 1.739 4.389 3.830
N 0.777 3.254 3.952
O 1.078 2.312 3.121
C 1.148 5.687 4.407
C 2.007 4.668 2.357
C -0.240 1.388 5.196
H -1.011 4.245 5.500
H -0.998 3.096 6.822
H 0.220 4.343 6.764
H 2.322 1.546 5.613
H 1.628 2.187 7.088
H 2.502 4.425 6.604
H 3.797 3.273 6.403
H 3.705 4.921 4.512
H 3.562 3.255 3.988
H 0.164 5.886 3.980
H 1.797 6.525 4.154
H 1.054 5.686 5.489
H 2.517 3.842 1.867
H 2.640 5.550 2.268
H 1.077 4.862 1.821
H -1.168 1.530 4.639
H -0.491 1.030 6.193
H 0.343 0.613 4.702
```

Computed properties:
E_tot = -51953.06648 eV
HOMO energy (spin up / spin down) = -8.11 / -8.11 eV
multiplicity = 3
charge = 0
F_max = 1.86 eV Å⁻¹

***

(4)
Entry from the Open Molecules 2025 dataset: a molecular structure, C28H61BrGaIN4O6P (wB97M-V/def2-TZVPD).

```
103
Properties=species:S:1:pos:R:3
C 1.584 -0.346 4.239
C 0.124 -0.513 4.664
C -0.878 0.519 4.134
I -0.016 2.506 3.993
Ga -1.817 -0.083 2.394
Br -1.112 1.256 0.516
C -1.513 -2.036 1.966
C -0.169 -2.358 1.256
C 0.856 -3.094 2.144
C 1.549 -4.327 1.536
C 2.082 -4.174 0.107
C 3.320 -3.268 0.014
C 2.927 -1.790 -0.046
C 4.090 -0.817 -0.245
O 4.048 0.236 0.736
C 3.170 1.214 0.452
C 3.207 2.338 1.443
O 2.444 1.175 -0.501
P -4.136 0.354 2.709
C -4.407 -0.084 4.495
C -5.027 -1.070 1.917
C -6.553 -0.953 2.023
H 2.137 -1.275 4.404
H 1.670 -0.084 3.178
H 2.071 0.438 4.823
H 0.108 -0.477 5.765
H -0.221 -1.512 4.381
H -1.647 0.685 4.889
H -1.642 -2.667 2.854
H -2.339 -2.300 1.296
H 0.265 -1.405 0.935
H -0.360 -2.924 0.339
H 0.348 -3.406 3.063
H 1.636 -2.397 2.461
H 2.422 -4.552 2.163
H 0.885 -5.196 1.593
H 2.363 -5.171 -0.250
H 1.322 -3.798 -0.585
H 3.842 -3.509 -0.923
H 3.994 -3.473 0.851
H 2.423 -1.489 0.873
H 2.211 -1.665 -0.863
H 4.070 -0.377 -1.243
H 5.054 -1.314 -0.098
H 3.977 3.030 1.090
H 3.448 1.988 2.445
H 2.223 2.806 1.439
H -3.940 -1.043 4.762
H -3.969 0.692 5.127
H -5.475 -0.167 4.711
H -4.712 -1.146 0.872
H -4.703 -2.000 2.405
H -6.866 0.083 1.867
H -6.890 -1.255 3.021
H -7.051 -1.593 1.291
C 4.602 7.731 -0.277
C 3.125 7.654 -0.599
O 2.386 8.614 -0.462
N 2.656 6.463 -1.050
C 3.385 5.225 -1.280
H 4.816 8.738 0.067
H 4.868 7.022 0.507
H 5.205 7.519 -1.160
H 1.666 6.468 -1.237
H 3.303 4.932 -2.329
H 2.959 4.433 -0.663
H 4.435 5.338 -1.036
C 5.922 -8.082 -0.703
C 5.468 -6.643 -0.811
O 4.817 -6.102 0.063
N 5.815 -5.959 -1.938
C 6.575 -6.429 -3.075
H 5.564 -8.473 0.244
H 5.513 -8.684 -1.515
H 7.010 -8.153 -0.730
H 5.479 -5.008 -1.946
H 7.480 -5.833 -3.212
H 5.984 -6.364 -3.991
H 6.867 -7.464 -2.930
C -9.106 1.026 -2.175
C -9.192 -0.033 -1.097
O -8.201 -0.552 -0.626
N -10.438 -0.383 -0.661
C -11.717 0.130 -1.098
H -8.056 1.186 -2.398
H -9.621 0.705 -3.082
H -9.545 1.966 -1.837
H -10.425 -1.086 0.060
H -12.257 0.593 -0.269
H -12.341 -0.670 -1.506
H -11.576 0.878 -1.871
C 0.769 4.820 -6.699
C 1.586 5.005 -5.439
O 2.805 4.963 -5.451
N 0.906 5.222 -4.286
C -0.526 5.305 -4.076
H 1.458 4.659 -7.523
H 0.108 3.958 -6.612
H 0.165 5.704 -6.907
H 1.509 5.332 -3.486
H -0.798 6.279 -3.665
H -0.858 4.536 -3.377
H -1.052 5.168 -5.015
```

Computed properties:
E_tot = -188083.93899 eV
HOMO energy = -3.78 eV
multiplicity = 1
charge = -1
F_max = 0.78 eV Å⁻¹